1.
Below is a single C23H26FN3O6S molecule at a distorted geometry, with properties calculated with ωB97M-V/def2-TZVPD.

Structure (XYZ):
```
60
C23H26FN3O6S (ωB97M-V/def2-TZVPD)
O 1.263 -4.947 -0.147
C 0.909 -4.140 0.683
N 0.573 -2.851 0.449
C 0.364 -2.254 -0.795
C 0.635 -2.893 -2.006
C 0.372 -2.254 -3.205
C -0.152 -0.971 -3.225
C -0.405 -0.343 -2.021
C -0.152 -0.958 -0.814
H -0.373 -0.437 0.103
S -0.999 1.348 -2.017
O -1.596 1.634 -3.288
O -1.784 1.563 -0.833
N 0.367 2.291 -1.895
C 0.980 2.350 -0.589
H 1.219 3.396 -0.364
C 2.238 1.497 -0.399
C 3.508 2.223 -0.841
C 3.632 2.386 -2.353
C 2.450 3.101 -3.009
H 2.226 4.030 -2.486
H 2.733 3.356 -4.032
C 1.194 2.235 -3.084
H 0.547 2.573 -3.896
H 1.491 1.198 -3.304
H 4.543 2.951 -2.563
H 3.744 1.401 -2.813
H 3.532 3.208 -0.368
H 4.377 1.667 -0.483
H 2.135 0.555 -0.940
H 2.327 1.257 0.662
H 0.194 2.039 0.100
H -0.389 -0.459 -4.143
H 0.578 -2.766 -4.133
H 1.035 -3.893 -1.999
H 0.337 -2.253 1.242
C 0.866 -4.575 2.155
H 1.889 -4.627 2.536
H 0.428 -5.580 2.166
O 0.168 -3.731 3.058
C -1.142 -3.569 2.861
O -1.763 -4.047 1.953
C -1.743 -2.695 3.963
N -2.331 -1.495 3.411
C -1.578 -0.665 2.662
O -0.406 -0.917 2.411
C -2.214 0.608 2.231
C -3.534 0.723 1.811
C -4.064 1.922 1.380
C -3.264 3.050 1.380
C -1.948 2.968 1.802
C -1.426 1.757 2.208
H -0.397 1.672 2.524
H -1.322 3.847 1.795
H -3.667 3.990 1.038
H -5.087 1.954 1.039
F -4.337 -0.368 1.819
H -3.328 -1.370 3.471
H -2.515 -3.263 4.481
H -0.939 -2.426 4.656
```

Results
SMILES string   O=C(COC(=O)CNC(=O)c1ccccc1F)Nc1cccc(S(=O)(=O)N2CCCCCC2)c1
Largest force on an atom   1.086 eV/A
Relative energy (zero: lowest compared OMol25 entry of this formula, charge and spin)   0.0 kcal per mole
Highest occupied orbital energy   -8.679 eV
DFT total energy   -2005.8668 Ha
E_LUMO   0.0181 Ha

Here are the Mulliken charges for atoms 1 to 8, given in e:
1. O -0.66
2. C 0.65
3. N -0.07
4. C 0.12
5. C -0.55
6. C -0.84
7. C -0.45
8. C 0.66

=====

2.
Below is 3 unconnected molecules or ions with the total composition C38H47F7IN3O10S at a distorted geometry, with properties calculated with ωB97M-V/def2-TZVPD.

Structure (XYZ):
```
107
C38H47F7IN3O10S (ωB97M-V/def2-TZVPD)
C 0.602 4.560 3.601
C -0.733 4.422 4.586
N -2.046 4.405 3.828
C -2.309 3.030 3.196
C -2.988 3.156 1.675
C -1.830 2.541 0.643
C -1.474 0.925 0.815
C -0.307 0.225 -0.122
C 0.126 -1.382 0.040
C -0.844 -2.180 1.098
C -0.562 -3.810 0.862
C -1.088 -4.669 2.195
S 0.332 -5.727 2.826
O 1.101 -4.882 3.911
O -0.294 -7.017 3.482
O 1.396 -6.270 1.607
C 0.451 1.200 -1.213
C 0.105 2.826 -1.397
C -1.056 3.524 -0.463
I -1.479 5.678 -0.704
C 1.021 3.658 -2.523
O 0.485 4.547 -3.369
C 2.639 3.234 -2.523
C 3.802 4.392 -2.651
C 3.331 5.952 -2.828
C 5.385 3.877 -2.589
C 6.593 5.032 -2.665
C 6.477 5.916 -1.252
O 7.212 5.315 -0.127
C 7.109 6.281 0.986
C 6.285 6.053 2.389
O 7.747 7.479 0.862
C 5.712 2.251 -2.454
C 4.551 1.079 -2.331
C 4.825 -0.532 -2.197
F 4.050 -1.184 -1.076
F 4.398 -1.285 -3.435
C 6.420 -0.909 -1.865
F 6.365 -2.327 -1.345
F 6.968 -0.100 -0.738
C 7.366 -0.941 -3.204
F 6.923 -0.058 -4.308
F 7.478 -2.390 -3.604
F 8.780 -0.521 -2.884
C 2.983 1.607 -2.347
C 1.667 0.587 -2.184
O 1.556 -0.596 -2.797
C -3.240 4.634 4.728
C -3.218 4.836 6.355
O -4.465 4.628 4.135
H 0.484 5.411 2.794
H 1.526 4.877 4.287
H 0.925 3.517 3.129
H -0.637 5.300 5.368
H -0.574 3.416 5.187
H -3.025 2.454 3.955
H -1.298 2.442 3.201
H -4.008 2.580 1.588
H -3.170 4.306 1.502
H -2.067 0.333 1.660
H 0.142 -1.948 -0.990
H 1.231 -1.351 0.489
H -2.010 -2.005 0.905
H -0.665 -1.888 2.222
H -1.182 -4.097 -0.110
H 0.594 -3.951 0.707
H -1.460 -3.856 2.969
H -1.964 -5.366 1.841
H 1.026 -6.127 0.684
H 4.303 6.616 -2.855
H 2.669 6.371 -1.945
H 2.810 6.113 -3.890
H 7.662 4.561 -2.796
H 6.402 5.730 -3.597
H 5.345 6.011 -0.898
H 6.817 7.008 -1.534
H 6.519 5.021 2.922
H 5.111 6.232 2.288
H 6.655 6.887 3.158
H 6.849 1.901 -2.445
H -3.193 6.008 6.580
H -2.333 4.259 6.895
H -4.220 4.378 6.778
C -2.458 -6.247 -1.974
C -3.643 -5.326 -1.882
O -3.716 -4.439 -1.034
N -4.659 -5.494 -2.777
C -4.763 -6.465 -3.839
H -1.734 -5.989 -1.196
H -2.776 -7.281 -1.821
H -1.973 -6.136 -2.947
H -5.419 -4.835 -2.650
H -4.867 -5.925 -4.783
H -5.663 -7.061 -3.666
H -3.895 -7.123 -3.889
C -9.364 -6.795 -2.219
C -8.057 -7.185 -1.587
O -7.188 -7.795 -2.207
N -7.847 -6.846 -0.283
C -8.732 -6.138 0.611
H -9.383 -7.134 -3.259
H -10.194 -7.267 -1.686
H -9.474 -5.707 -2.209
H -6.944 -7.144 0.069
H -8.218 -5.235 0.951
H -8.932 -6.782 1.470
H -9.673 -5.863 0.134
```

Results
SMILES string   CCN(CCc1cc(CCCCS(=O)(=O)O)c2c(c1I)C(=O)c1c(C)c(CCOC(C)=O)cc(C(F)(F)C(F)(F)C(F)(F)F)c1C2=O)C(C)=O.CNC(C)=O.CNC(C)=O
Largest force on an atom   8.918 eV/A
Relative energy (zero: lowest compared OMol25 entry of this formula, charge and spin)   418.2 kcal per mole
Highest occupied orbital energy   -8.750 eV
DFT total energy   -3786.6565 Ha
E_LUMO   -0.0690 Ha

Here are the Mulliken charges for atoms 1 to 8, given in e:
1. C -0.90
2. C -0.54
3. N 0.13
4. C -0.57
5. C -0.48
6. C 0.52
7. C -0.39
8. C 0.39

=====

3.
Below is a molecular structure, C29H46MoN2OPSbSi at a distorted geometry, with properties calculated with ωB97M-V/def2-TZVPD.

Structure (XYZ):
```
82
C29H46MoN2OPSbSi (ωB97M-V/def2-TZVPD)
Mo -0.017 -1.125 0.426
N 2.798 -2.604 0.080
P 2.457 -1.019 0.426
C 4.152 -0.399 0.735
C 5.313 -0.983 0.199
C 6.578 -0.463 0.486
C 6.705 0.648 1.315
C 5.567 1.242 1.855
C 4.302 0.722 1.568
C 2.087 -0.439 -1.279
C 3.016 0.164 -2.139
C 2.647 0.597 -3.419
C 1.337 0.442 -3.861
C 0.394 -0.143 -3.024
C 0.766 -0.575 -1.747
C 1.749 -3.544 0.085
C 2.006 -4.865 -0.273
C 0.961 -5.784 -0.268
C -0.311 -5.359 0.090
C -0.480 -4.027 0.424
N 0.519 -3.117 0.426
H 3.540 -3.011 0.644
H 5.245 -1.835 -0.474
H 7.464 -0.923 0.055
H 7.688 1.055 1.536
H 5.661 2.112 2.500
H 3.429 1.205 2.003
H 4.047 0.317 -1.838
H 3.388 1.058 -4.066
H 1.051 0.779 -4.853
H -0.633 -0.267 -3.357
H 0.008 -1.029 -1.112
H 3.004 -5.173 -0.565
H 1.138 -6.819 -0.546
H -1.150 -6.045 0.104
H -1.454 -3.640 0.708
C -4.718 2.657 0.184
C -3.227 2.561 0.496
C -2.919 3.164 1.867
Sb -2.324 0.552 0.426
C -3.245 -0.574 2.077
C -2.804 -2.032 1.963
C -4.762 -0.470 2.204
C -3.008 -0.384 -1.443
C -2.464 0.447 -2.604
C -4.511 -0.609 -1.586
H -5.049 3.715 0.254
H -5.333 2.061 0.879
H -4.908 2.335 -0.853
H -2.695 3.165 -0.270
H -3.415 2.577 2.669
H -3.269 4.217 1.916
H -1.822 3.154 2.042
H -2.811 -0.157 3.012
H -3.203 -2.485 1.031
H -3.164 -2.616 2.837
H -1.695 -2.087 1.943
H -5.279 -0.839 1.303
H -5.050 0.576 2.406
H -5.106 -1.070 3.074
H -2.521 -1.384 -1.475
H -2.906 1.465 -2.590
H -2.697 -0.041 -3.574
H -1.361 0.535 -2.516
H -5.075 0.335 -1.572
H -4.874 -1.275 -0.785
H -4.719 -1.114 -2.553
C -0.328 3.406 -0.046
Si 1.082 2.256 0.426
C 1.703 2.746 2.132
C 2.481 2.493 -0.807
O 0.570 0.681 0.426
H 0.007 4.447 -0.047
H -1.156 3.311 0.663
H -0.703 3.164 -1.045
H 2.041 3.786 2.135
H 2.541 2.110 2.433
H 0.907 2.641 2.875
H 2.821 3.532 -0.809
H 2.150 2.237 -1.818
H 3.331 1.853 -0.551
H -1.485 -2.193 0.426
```

Results
Net charge   +2
Largest force on an atom   5.559 eV/A
Highest occupied orbital energy (spin up / spin down)   -13.589 / -13.639 eV
DFT total energy   -2255.9281 Ha
E_LUMO (spin up / spin down)   -0.2722 / -0.2719 Ha
⟨S²⟩   2.04
Spin multiplicity   3

Here are the Mulliken charges for atoms 1 to 8, given in e:
1. Mo -1.29
2. N 0.00
3. P 0.73
4. C 0.09
5. C -0.22
6. C -0.74
7. C -0.56
8. C -0.50

=====

4.
Below is 8 unconnected molecules or ions with the total composition C34H57N7O12 at a distorted geometry, with properties calculated with ωB97M-V/def2-TZVPD.

Structure (XYZ):
```
110
C34H57N7O12 (ωB97M-V/def2-TZVPD)
C 0.907 36.567 3.096
C 2.368 35.960 3.052
C 2.699 35.598 4.466
C 3.965 34.789 4.685
C 4.200 33.855 3.446
C 2.854 33.465 2.525
N 2.286 34.801 2.102
O 1.558 34.606 1.115
C 1.952 32.558 3.315
C 3.463 32.669 1.311
C 3.485 36.918 2.539
H 0.955 37.512 3.624
H 0.226 36.104 3.305
H 0.655 36.592 2.114
H 1.790 35.157 4.923
H 2.915 36.296 5.118
H 3.712 34.046 5.492
H 4.650 35.258 5.090
H 4.799 32.945 3.830
H 5.072 34.246 2.850
H 0.951 32.167 2.627
H 1.490 33.043 3.899
H 2.261 31.507 3.655
H 2.668 32.045 1.171
H 4.474 31.934 1.309
H 3.804 33.411 0.536
H 3.614 37.786 3.085
H 3.379 37.281 1.548
H 4.395 36.611 2.524
C 5.113 29.126 2.763
O 5.073 28.030 3.311
O 5.232 30.209 3.571
O 5.290 29.245 1.611
H 5.496 29.963 4.496
C 6.034 26.216 -2.145
C 5.862 26.706 -0.662
C 7.145 26.966 0.128
C 8.436 26.105 -0.349
C 8.650 25.760 -1.824
C 7.251 25.732 -2.646
N 9.611 26.203 0.529
O 10.713 25.824 0.097
O 9.436 26.582 1.752
H 5.228 26.248 -2.989
H 4.952 26.973 -0.180
H 7.096 27.385 1.143
H 9.577 25.531 -2.184
H 7.302 25.386 -3.679
C 4.918 28.617 10.195
C 5.429 27.954 8.874
C 5.935 29.024 7.775
C 5.896 30.510 7.951
C 5.414 30.979 9.370
C 4.817 29.983 10.430
N 6.310 31.444 6.941
O 6.905 31.054 5.920
O 6.147 32.532 7.204
H 4.448 28.169 11.048
H 5.388 26.912 8.563
H 6.320 28.661 6.791
H 5.382 32.071 9.431
H 4.525 30.434 11.500
C 7.474 32.058 1.311
O 7.179 33.288 1.548
N 8.586 31.656 0.757
C 8.941 30.159 0.688
C 9.642 32.652 0.374
H 6.755 31.246 1.645
H 8.101 29.642 0.611
H 9.493 29.633 1.553
H 9.314 29.871 -0.302
H 9.550 33.680 0.732
H 9.763 32.676 -0.611
H 10.489 32.206 0.737
C 3.006 25.141 3.255
O 1.885 24.835 3.761
N 3.854 24.255 2.770
C 5.168 24.647 2.247
C 3.402 22.869 2.704
H 3.239 26.188 3.093
H 5.720 25.384 2.935
H 4.780 25.214 1.394
H 5.538 23.781 1.856
H 3.006 22.662 3.542
H 4.240 22.131 2.756
H 2.516 22.712 1.979
C 0.381 28.536 3.021
O -0.749 28.527 3.412
N 0.605 28.378 1.742
C 2.038 28.635 1.247
C -0.423 28.452 0.595
H 0.995 28.418 3.936
H 2.731 27.831 1.591
H 2.306 29.631 1.633
H 2.099 28.511 0.263
H -1.366 28.405 0.965
H -0.298 27.768 -0.124
H -0.429 29.592 0.244
C 7.834 26.656 4.839
O 7.698 25.531 5.585
N 8.630 27.723 5.243
C 8.727 28.932 4.350
C 9.134 27.635 6.546
H 7.301 26.709 4.074
H 8.108 29.136 3.498
H 9.712 28.851 3.933
H 8.637 29.818 5.074
H 8.389 27.428 7.240
H 9.817 28.568 6.816
H 9.907 26.950 6.407
```

Results
Largest force on an atom   17.271 eV/A
Relative energy (zero: lowest compared OMol25 entry of this formula, charge and spin)   118.7 kcal per mole
Highest occupied orbital energy   -7.565 eV
DFT total energy   -2614.7758 Ha
E_LUMO   -0.1572 Ha

Here are the Mulliken charges for atoms 1 to 8, given in e:
1. C -2.84
2. C 1.68
3. C -1.59
4. C -1.40
5. C -0.53
6. C 1.41
7. N 0.94
8. O -0.35

=====

5.
Below is 4 unconnected molecules or ions with the total composition C3H12O3 at a distorted geometry, with properties calculated with ωB97M-V/def2-TZVPD.

Structure (XYZ):
```
18
C3H12O3 (ωB97M-V/def2-TZVPD)
C -0.152 -1.432 -1.155
C 0.069 -2.384 -0.048
C 0.647 -1.978 1.137
H -0.374 -1.704 -2.204
H -0.873 -0.674 -0.854
H 0.806 -1.023 -1.246
H -0.242 -3.491 -0.328
H 0.408 -2.532 1.997
H 0.830 -0.909 1.516
H -1.441 1.865 0.252
H -1.547 1.943 -1.257
O -1.926 1.462 -0.467
H -3.617 -0.219 -1.768
H -4.444 0.273 -0.771
O -4.565 -0.274 -1.482
H 5.761 4.043 1.536
H 4.906 3.566 2.799
O 5.755 3.467 2.343
```

Results
SMILES string   C=CC.O.O.O
Largest force on an atom   4.068 eV/A
Relative energy (zero: lowest compared OMol25 entry of this formula, charge and spin)   49.3 kcal per mole
Highest occupied orbital energy   -9.352 eV
DFT total energy   -347.1301 Ha
E_LUMO   0.0113 Ha

Here are the Mulliken charges for atoms 1 to 8, given in e:
1. C -0.88
2. C 0.07
3. C -0.77
4. H 0.35
5. H 0.16
6. H 0.32
7. H 0.25
8. H 0.30

=====

6.
Below is 2 unconnected molecules or ions with the total composition C5H5NO, with properties calculated with ωB97M-V/def2-TZVPD.

Structure (XYZ):
```
12
C5H5NO (ωB97M-V/def2-TZVPD)
O 0.126 0.254 2.183
C 0.591 0.118 1.089
C 1.867 -0.334 0.600
C 2.267 -0.209 -0.602
C -0.359 0.482 -0.240
C -1.542 -0.427 -0.489
N -1.657 0.904 0.039
H 3.248 -0.418 -1.046
H 1.050 0.366 -1.186
H -1.596 -1.302 0.157
H -1.981 -0.559 -1.480
H -2.013 1.126 0.974
```

Results
Largest force on an atom   0.984 eV/A
Relative energy (zero: lowest compared OMol25 entry of this formula, charge and spin)   161.9 kcal per mole
Highest occupied orbital energy (spin up / spin down)   -8.862 / -8.629 eV
DFT total energy   -323.2617 Ha
E_LUMO (spin up / spin down)   -0.0410 / -0.0390 Ha

Here are the Mulliken charges for atoms 1 to 8, given in e:
1. O -0.50
2. C 0.74
3. C -0.31
4. C -0.36
5. C -0.05
6. C -0.38
7. N -0.48
8. H 0.34

=====

Question: Which formula does entry 4 have?
Answer: C34H57N7O12

=====

Question: What is the formula in the first record?
Answer: C23H26FN3O6S

=====

Question: Which of these has the lowest DFT total energy?
Answer: C38H47F7IN3O10S